a | ORCA calculation (wB97M-V/def2-TZVPD) on 2 unconnected molecules or ions with the total composition C8H17NO.

Each line ends with the natural charge from an NBO analysis.
CARTESIAN COORDINATES (ANGSTROEM)
1 C -0.4744 -0.3076 -1.1720  -0.38
2 C 0.7312 0.5226 -1.1259  -0.39
3 C 1.0513 0.8575 -2.6697  -0.43
4 C -0.0795 0.1536 -3.4830  -0.41
5 C -1.1359 0.1276 -2.4490  -0.43
6 C -1.2612 -1.6481 1.6229  -0.70
7 C -0.1202 -0.6220 1.7660  0.70
8 C 0.8012 1.1332 3.2677  -0.47
9 H -0.0547 -1.4103 -1.4733  0.17
10 H -1.1084 -0.3740 -0.2377  0.21
11 H 1.5510 0.1998 -0.5012  0.24
12 H 0.4758 1.5940 -0.7896  0.18
13 H 2.1343 0.5650 -2.7522  0.21
14 H 0.9741 2.0160 -2.8093  0.19
15 H 0.2090 -0.9222 -3.7521  0.20
16 H -0.3280 0.4133 -4.6622  0.22
17 H -1.9239 -0.5581 -2.9391  0.21
18 H -1.5759 1.1442 -2.1918  0.19
19 H -1.4355 -1.7942 2.7541  0.22
20 H -1.0584 -2.5698 0.9865  0.25
21 H -1.9153 -1.1167 1.0513  0.23
22 H -0.2707 -0.7623 3.8792  0.39
23 H 0.7503 1.7360 2.1920  0.27
24 H 0.1112 1.5476 4.2268  0.22
25 H 2.0049 0.8026 3.4684  0.22
26 N 0.0583 -0.2658 3.1189  -0.66
27 O 0.4971 0.0061 0.8971  -0.65

Values from the calculation:
Orbital gap = 10.060 eV
Structure (SMILES) = CNC(C)=O.C1CCCC1
Net charge = 0

b | ORCA calculation (wB97M-V/def2-TZVPD) on 2 unconnected molecules or ions with the total composition C8H17NO.

Each line ends with the natural charge from an NBO analysis.
CARTESIAN COORDINATES (ANGSTROEM)
1 C 0.0821 0.2583 -0.4499  -0.03
2 C -0.9844 -0.2157 0.9963  0.04
3 C -0.3689 -1.1109 0.0291  -0.41
4 C -0.6662 0.8628 -1.6384  -0.65
5 C 1.0719 1.2415 0.1455  -0.64
6 C -0.4190 -0.1808 2.4045  -0.63
7 C -2.4161 0.2252 0.9139  -0.63
8 H -1.0155 -1.6039 -0.6873  0.24
9 H 0.4251 -1.7726 0.3704  0.20
10 H -0.0121 1.5071 -2.2240  0.21
11 H -1.4877 1.4996 -1.3074  0.21
12 H -1.0423 0.0894 -2.3039  0.24
13 H 0.5315 2.0995 0.5529  0.21
14 H 1.7515 1.6531 -0.6016  0.20
15 H 1.6623 0.7944 0.9423  0.21
16 H -1.1700 -0.5286 3.1146  0.22
17 H 0.4593 -0.8149 2.5075  0.21
18 H -0.1446 0.8349 2.6958  0.21
19 H -2.9530 0.1724 1.8641  0.22
20 H -3.0008 -0.3745 0.2184  0.22
21 H -2.5302 1.2659 0.6070  0.21
22 N 2.5736 -1.1286 -0.9256  -0.83
23 C 1.5379 -0.8078 -1.7752  0.53
24 O 0.8257 -1.6709 -2.2740  -0.65
25 H 3.0473 -0.4118 -0.4042  0.39
26 H 2.5067 -2.0280 -0.4738  0.39
27 H 1.7357 0.1449 -2.2970  0.12

Values from the calculation:
Orbital gap = 8.582 eV
Structure (SMILES) = CC1(C)CC1(C)C.NC=O
Net charge = 0

The most stable of them is b.